(1)
Here is a structure of composition C34H80As2F18N5O8S2 from the Open Molecules 2025 dataset. Energies are from ωB97M-V/def2-TZVPD.

```
149
Properties=species:S:1:pos:R:3
C 3.86 -4.97 -1.29
C 4.39 -3.49 -1.46
N 3.38 -2.37 -1.29
C 4.01 -1.08 -1.43
C 2.22 -2.58 -2.25
C 2.59 -2.72 -3.69
C 2.75 -2.51 0.08
C 3.59 -2.43 1.35
O 4.54 -3.52 1.33
C 5.07 -3.97 2.60
H 3.44 -5.02 -0.25
H 4.74 -5.53 -1.29
H 3.13 -5.30 -2.05
H 4.77 -3.17 -2.42
H 5.14 -3.27 -0.77
H 3.23 -0.36 -1.63
H 4.73 -0.99 -2.16
H 4.47 -0.83 -0.51
H 1.58 -1.72 -2.08
H 1.64 -3.46 -1.89
H 2.85 -3.79 -3.90
H 3.40 -2.03 -3.85
H 1.71 -2.46 -4.27
H 2.31 -3.49 -0.01
H 1.97 -1.77 0.14
H 2.79 -2.41 2.02
H 4.17 -1.55 1.39
H 5.90 -4.60 2.28
H 4.26 -4.50 3.14
H 5.42 -3.12 3.20
C -1.59 -2.51 -2.97
C -2.27 -1.96 -1.75
N -3.70 -2.32 -1.49
C -4.11 -1.78 -0.14
C -4.63 -1.77 -2.55
C -4.41 -0.27 -2.88
C -3.79 -3.80 -1.44
C -5.18 -4.31 -0.96
O -5.57 -4.05 0.36
C -5.12 -5.01 1.23
H -2.02 -2.13 -3.88
H -1.66 -3.59 -2.96
H -0.51 -2.19 -2.85
H -2.29 -0.88 -1.83
H -1.76 -2.12 -0.80
H -3.87 -0.70 -0.14
H -3.54 -2.39 0.62
H -5.22 -1.93 0.03
H -5.60 -1.96 -2.13
H -4.48 -2.36 -3.48
H -4.49 0.49 -2.07
H -5.27 -0.09 -3.53
H -3.50 -0.09 -3.46
H -3.00 -4.14 -0.77
H -3.53 -4.04 -2.47
H -5.21 -5.44 -1.13
H -5.96 -3.81 -1.52
H -5.60 -5.97 1.03
H -5.47 -4.77 2.28
H -4.03 -5.10 1.24
C -1.47 5.27 -2.55
C -0.23 5.77 -3.21
N 0.93 6.07 -2.32
C 1.43 4.68 -1.81
C 1.90 6.83 -3.14
C 2.72 6.00 -4.12
C 0.51 6.96 -1.17
C 1.65 7.56 -0.39
O 2.63 6.61 -0.07
C 3.88 7.13 0.40
H -2.00 5.99 -1.85
H -1.41 4.30 -2.08
H -2.23 5.14 -3.38
H -0.44 6.67 -3.77
H 0.05 5.02 -3.92
H 1.46 3.91 -2.59
H 0.80 4.30 -1.05
H 2.37 4.85 -1.26
H 2.61 7.38 -2.47
H 1.38 7.52 -3.70
H 3.41 5.44 -3.48
H 3.30 6.80 -4.69
H 2.22 5.36 -4.92
H -0.16 6.46 -0.53
H -0.08 7.81 -1.63
H 1.28 7.99 0.51
H 2.12 8.41 -0.86
H 3.76 7.62 1.39
H 4.28 7.72 -0.42
H 4.53 6.26 0.46
C 0.20 -0.34 4.38
C -0.63 -1.38 5.17
N -2.09 -1.02 5.37
C -2.81 -0.90 4.07
C -2.70 -2.18 6.10
C -2.61 -3.53 5.41
C -2.12 0.28 6.20
C -3.38 0.67 6.89
O -4.55 0.72 6.04
C -5.71 1.26 6.61
H -0.29 -0.26 3.43
H 1.25 -0.72 4.20
H 0.25 0.56 4.92
H -0.39 -1.60 6.23
H -0.69 -2.28 4.58
H -2.86 0.12 3.68
H -3.82 -1.28 4.19
H -2.22 -1.52 3.35
H -3.78 -1.93 6.26
H -2.25 -2.14 7.10
H -3.45 -4.21 5.68
H -1.76 -4.12 5.67
H -2.68 -3.28 4.38
H -1.82 1.08 5.54
H -1.30 0.20 6.93
H -3.04 1.63 7.27
H -3.59 -0.10 7.64
H -6.54 0.95 5.89
H -5.71 2.34 6.47
H -5.92 0.97 7.68
As -0.53 0.93 0.72
F 0.24 2.32 0.15
F -1.07 1.78 2.17
F -1.39 -0.43 1.37
F -0.13 0.01 -0.65
F 0.95 0.35 1.46
F -2.00 1.41 -0.11
As -0.69 -4.40 1.71
F 0.79 -5.23 1.43
F -0.86 -5.04 3.32
F -2.22 -3.50 1.74
F -0.46 -3.64 0.11
F -1.58 -5.67 0.91
F 0.09 -2.94 2.44
C 5.80 1.72 -3.54
F 6.42 1.16 -2.55
F 6.56 2.55 -4.25
F 5.41 0.67 -4.25
S 4.33 2.66 -2.91
O 3.69 1.89 -1.82
O 4.82 4.00 -2.67
N 3.51 2.64 -4.19
S 2.20 1.76 -4.33
O 2.34 0.38 -3.96
O 1.03 2.53 -3.99
C 2.05 1.62 -6.10
F 1.15 0.60 -6.30
F 1.57 2.78 -6.59
F 3.15 1.26 -6.71
```

Calculated values
- HOMO-LUMO gap: 10.03 eV
- Charge: +1
- F_max: 3.33 eV Å⁻¹
- HOMO: -11.35 eV
- E_tot: -252644.160 eV

***

(2)
Here is the ion C4H9N4O with charge +1 from the Open Molecules 2025 dataset. Energies are from ωB97M-V/def2-TZVPD.

```
18
Properties=species:S:1:pos:R:3
C 2.80 0.27 0.31
N 1.38 0.06 0.16
N 0.79 0.75 -0.80
C 0.75 -1.07 0.53
N -0.29 -1.46 -0.10
C -1.30 -0.83 -0.67
C -2.00 0.36 0.01
N -3.25 0.05 0.15
O -1.39 1.33 0.40
H 3.23 -0.72 0.86
H 3.19 0.52 -0.73
H 3.16 1.10 1.04
H 1.22 1.40 -1.40
H -0.07 1.47 -0.30
H 1.16 -1.64 1.36
H -1.94 -1.36 -1.45
H -3.53 -0.89 -0.03
H -3.91 0.66 0.64
```

Calculated values
- HOMO-LUMO gap (spin up / spin down): 8.47 / 8.47 eV
- Energy relative to the best compared isomer or geometry (same formula, charge and spin): 320.1 kJ/mol
- SMILES: C/[N+](N)=C/N=C\C(N)=O
- Charge: +1
- F_max: 6.54 eV Å⁻¹
- HOMO (spin up / spin down): -13.43 / -13.43 eV
- E_tot: -12292.304 eV

***

(3)
Here is a cluster of 2 separate species, C4H12S2 in total from the Open Molecules 2025 dataset. Energies are from ωB97M-V/def2-TZVPD.

```
18
Properties=species:S:1:pos:R:3
C -0.91 1.67 1.45
C 0.57 1.53 1.16
S 1.01 -0.17 0.75
C 2.71 0.12 0.21
H -1.13 2.71 1.66
H -1.20 1.07 2.31
H -1.53 1.34 0.60
H 1.13 1.85 2.04
H 0.85 2.17 0.32
H 2.72 0.83 -0.62
H 3.31 0.50 1.03
H 3.13 -0.82 -0.11
C -1.72 -2.38 -2.22
S -2.57 -1.25 -1.10
H -2.28 -2.40 -3.15
H -0.71 -2.04 -2.45
H -1.69 -3.39 -1.81
H -1.70 -1.34 -0.08
```

Calculated values
- HOMO-LUMO gap: 9.41 eV
- Energy relative to the best compared isomer or geometry (same formula, charge and spin): 20.6 kJ/mol
- SMILES: CCSC.CS
- F_max: 0.20 eV Å⁻¹
- HOMO: -8.52 eV
- E_tot: -26012.904 eV

***

(4)
Here is a cluster of 11 separate species, C26H46N14O16 in total from the Open Molecules 2025 dataset. Energies are from ωB97M-V/def2-TZVPD.

```
102
Properties=species:S:1:pos:R:3
C 0.51 -0.70 0.35
O 0.11 0.42 0.18
O 1.53 -1.14 -0.27
O -0.12 -1.54 1.04
C -3.55 -0.51 4.35
C -3.53 0.30 5.50
C -2.33 0.93 5.88
C -1.18 0.62 5.14
C -1.16 -0.28 4.09
C -2.32 -0.82 3.65
O -2.40 -1.71 2.64
O -2.24 1.45 7.16
H -4.50 -0.93 4.04
H -4.44 0.27 6.08
H -0.26 0.98 5.56
H -0.20 -0.59 3.71
H -1.54 -1.75 2.24
H -1.33 1.76 7.24
C -4.46 1.74 -0.63
C -3.32 0.87 -0.43
C -3.04 -0.04 -1.44
C -3.81 -0.18 -2.59
C -5.03 0.57 -2.69
C -5.35 1.47 -1.68
O -6.47 2.31 -1.69
O -2.02 -0.95 -1.23
H -4.62 2.56 0.06
H -2.65 0.93 0.41
H -3.38 -0.87 -3.30
H -5.64 0.35 -3.55
H -6.32 3.14 -2.14
H -1.26 -0.77 -0.67
C 0.41 0.58 -4.78
C 0.49 -0.21 -3.66
C 0.75 -1.56 -3.78
C 0.92 -2.10 -5.06
C 0.80 -1.32 -6.22
C 0.52 0.06 -6.15
O 0.51 0.92 -7.18
O 0.89 -2.30 -2.61
H 0.31 1.63 -4.58
H 0.39 0.36 -2.75
H 1.27 -3.11 -5.21
H 1.11 -1.76 -7.15
H -0.05 1.68 -7.02
H 0.92 -1.78 -1.80
C 2.98 3.90 -0.13
O 3.58 4.61 -0.90
N 3.11 3.88 1.09
N 2.21 2.87 -0.48
H 3.63 4.59 1.58
H 2.53 3.32 1.69
H 2.05 2.13 0.18
H 2.14 2.56 -1.44
C 2.96 -4.43 -0.06
O 3.91 -5.14 -0.06
N 2.79 -3.45 0.77
N 2.31 -4.27 -1.18
H 3.59 -3.28 1.36
H 2.21 -2.68 0.49
H 1.80 -3.42 -1.36
H 2.54 -4.95 -1.89
C 4.53 0.17 -1.79
O 5.63 0.77 -1.99
N 4.25 -0.56 -0.73
N 3.46 0.07 -2.50
H 4.97 -0.52 -0.02
H 3.26 -0.75 -0.71
H 2.63 -0.12 -1.97
H 3.55 0.22 -3.50
C 3.39 -0.93 3.42
O 3.99 -0.90 4.49
N 2.22 -1.58 3.34
N 3.58 -0.31 2.27
H 1.99 -2.05 4.20
H 1.65 -1.69 2.51
H 2.89 -0.29 1.53
H 4.39 0.29 2.16
C -1.03 3.96 -1.70
O -0.57 5.03 -1.35
N -2.17 3.65 -2.29
N -0.47 2.79 -1.48
H -2.95 4.23 -1.98
H -2.18 2.66 -2.49
H 0.41 2.83 -0.99
H -1.03 1.95 -1.46
C -0.24 2.93 2.93
O -0.34 3.67 3.91
N -1.19 2.75 2.07
N 0.80 2.21 2.81
H -1.99 3.32 2.30
H -1.04 2.01 1.40
H 1.54 2.36 3.48
H 0.59 1.35 2.33
C -1.52 -4.84 0.24
O -1.50 -6.06 0.18
N -0.63 -4.07 -0.25
N -2.42 -4.12 0.87
H -0.61 -3.14 0.12
H 0.05 -4.70 -0.66
H -3.02 -4.65 1.48
H -2.13 -3.18 1.11
```

Calculated values
- HOMO-LUMO gap: 7.61 eV
- Energy relative to the best compared isomer or geometry (same formula, charge and spin): 535.0 kJ/mol
- Charge: -2
- F_max: 11.05 eV Å⁻¹
- HOMO: -4.09 eV
- E_tot: -81336.040 eV

***

(5)
Here is an isolated molecule of CH3ClN2S from the Open Molecules 2025 dataset. Energies are from ωB97M-V/def2-TZVPD.

```
8
Properties=species:S:1:pos:R:3
N -0.23 -0.11 0.32
N -0.17 0.22 -0.98
C 0.93 -0.65 -1.84
S 1.30 -0.08 -3.36
Cl 1.34 -2.09 -1.12
H -0.93 -0.85 0.41
H 0.50 -0.32 0.94
H -0.23 1.16 -1.42
```

Calculated values
- HOMO-LUMO gap: 8.70 eV
- Energy relative to the best compared isomer or geometry (same formula, charge and spin): 201.4 kJ/mol
- SMILES: NNC(=S)Cl
- F_max: 6.48 eV Å⁻¹
- HOMO: -8.99 eV
- E_tot: -27421.065 eV

***

(6)
Here is an isolated molecule of C2H3Cl2F from the Open Molecules 2025 dataset. Energies are from ωB97M-V/def2-TZVPD.

```
8
Properties=species:S:1:pos:R:3
F 1.64 0.42 -0.73
C 0.79 -0.17 0.14
Cl 1.07 -1.84 -0.22
C -0.73 0.34 -0.01
Cl -1.99 -0.95 -0.41
H 1.06 0.18 1.11
H -1.12 0.79 0.84
H -0.72 1.22 -0.72
```

Calculated values
- HOMO-LUMO gap: 11.89 eV
- Energy relative to the best compared isomer or geometry (same formula, charge and spin): 81.3 kJ/mol
- SMILES: F[C@H](Cl)CCl
- F_max: 2.87 eV Å⁻¹
- HOMO: -11.03 eV
- E_tot: -29884.279 eV

***

Question: Which value of E_tot does entry 2 give?
Answer: -12292.304 eV

***

Question: What is the formula in the second record?
Answer: C4H9N4O

***

Question: Among the records above, which one has the lowest F_max?
Answer: C4H12S2